Record 1
The following is a DFT calculation (wB97M-V/def2-TZVPD) of a 2-piece molecular cluster, H3N3O2 overall in a non-equilibrium geometry.

Structure (XYZ):
```
8
Properties=species:S:1:pos:R:3:forces:R:3
N -0.2674 -0.8823 1.0633 -3.587 0.910 -0.477
N 0.2469 1.5721 -1.0029 -0.771 -1.267 -0.123
N 0.7679 -0.5544 0.6166 3.369 0.475 -1.098
O 1.9730 -0.8208 0.6360 -0.854 -0.134 0.523
O -0.4010 -1.8580 1.9853 0.795 -0.775 0.876
H 0.6546 0.6642 -1.3893 -1.003 1.370 0.355
H -0.8095 1.4215 -0.8857 1.770 -0.107 -0.359
H 0.4406 -1.8782 2.4615 0.281 -0.472 0.304
```
Forces are in eV/Å.

Results
LUMO (spin up / spin down)	-1.8 / -0.5	eV
Kohn-Sham gap (spin up / spin down)	9.050 / 10.096	eV
largest force on an atom	3.73	eV/A


Record 2
The following is a DFT calculation (wB97M-V/def2-TZVPD) of one molecule with the formula H3N3O2 in a non-equilibrium geometry.

Structure (XYZ):
```
8
Properties=species:S:1:pos:R:3:forces:R:3
N 0.2003 1.5884 -0.2305 -0.499 -1.659 0.341
N 1.3878 -0.3511 0.0097 1.419 -1.495 -0.353
N 0.3540 0.4630 -0.0384 -2.055 3.442 -0.507
O -0.8771 -0.7150 0.1178 1.719 -0.584 0.097
O -2.0888 -0.1696 -0.1289 -1.433 0.054 0.674
H 0.9682 -1.2354 0.1565 -0.078 -1.504 -0.051
H 1.9552 -0.1564 0.7994 0.764 0.623 0.738
H -1.8996 0.5760 -0.6855 0.162 1.122 -0.938
```
Forces are in eV/Å.

Results
LUMO	0.6	eV
Kohn-Sham gap	9.944	eV
largest force on an atom	4.04	eV/A


Record 3
The following is a DFT calculation (wB97M-V/def2-TZVPD) of one molecule with the formula H3N3O2S in a non-equilibrium geometry.

Structure (XYZ):
```
9
Properties=species:S:1:pos:R:3:forces:R:3
N 1.2235 1.3788 0.6545 -0.366 1.075 -2.651
N -0.9509 0.1978 -1.1047 0.166 1.034 -0.381
N -1.0472 -0.9476 -0.7164 0.738 -3.542 1.606
O -1.7047 -1.9051 -1.0796 -1.133 0.690 -1.763
O -0.2188 -1.4049 0.3340 0.639 2.976 1.116
S -0.3562 1.4677 -0.1740 1.293 1.468 1.567
H 1.2698 1.1933 1.6243 -0.697 -0.455 1.009
H 1.7555 2.2648 0.4557 -0.906 -1.456 -0.110
H 0.0291 -2.2449 0.0064 0.266 -1.790 -0.394
```
Forces are in eV/Å.

Results
LUMO	0.1	eV
Kohn-Sham gap	9.116	eV
largest force on an atom	3.96	eV/A


Record 4
The following is a DFT calculation (wB97M-V/def2-TZVPD) of a 2-piece molecular cluster, H3N3O2S overall in a non-equilibrium geometry.

Structure (XYZ):
```
9
Properties=species:S:1:pos:R:3:forces:R:3
N -0.0263 -0.7344 0.6675 2.220 1.269 -0.027
N -1.2661 -0.2427 0.7398 1.538 0.639 1.059
N -2.1656 -0.9941 -0.0445 1.113 1.202 -0.071
O -1.6671 -1.9231 -0.6426 -1.371 -0.603 -0.445
O -3.2829 -0.5078 -0.0495 0.313 -1.463 -0.318
S -1.4829 2.0378 -0.1254 1.074 0.292 0.179
H 0.2369 -1.3143 -0.1662 -0.578 0.687 0.938
H 0.8038 -0.0768 1.0453 -3.121 -1.887 -1.011
H -2.5768 1.3716 -0.3289 -1.188 -0.135 -0.302
```
Forces are in eV/Å.

Results
LUMO (spin up / spin down)	-1.7 / -2.0	eV
Kohn-Sham gap (spin up / spin down)	7.531 / 7.535	eV
largest force on an atom	3.79	eV/A


Record 5
The following is a DFT calculation (wB97M-V/def2-TZVPD) of one molecule with the formula H3N3O3 in a non-equilibrium geometry.

Structure (XYZ):
```
9
Properties=species:S:1:pos:R:3:forces:R:3
N -1.4147 0.1531 0.4426 1.599 -0.973 -1.773
N -0.0450 0.0349 0.2564 -0.086 0.140 1.335
O 0.6762 1.3143 0.3432 -0.266 -2.762 -1.264
N 0.6487 -0.9345 -0.6543 0.910 2.189 1.311
O 0.1989 -1.9779 -0.9736 -1.164 -0.021 0.053
O 1.8310 -0.5824 -0.7689 -0.669 -0.139 -0.458
H -1.6612 0.0532 1.4018 0.170 -0.103 0.700
H -1.7227 1.0175 0.0581 -0.413 0.646 -0.396
H 1.4889 0.9218 -0.1053 -0.082 1.024 0.492
```
Forces are in eV/Å.

Results
SMILES string	NN(O)[N+](=O)[O-]
LUMO	0.1	eV
Kohn-Sham gap	10.026	eV
largest force on an atom	3.05	eV/A


Record 6
The following is a DFT calculation (wB97M-V/def2-TZVPD) of one molecule with the formula H3N3O3S in a non-equilibrium geometry.

Structure (XYZ):
```
10
Properties=species:S:1:pos:R:3:forces:R:3
N 1.3820 -0.8162 0.9535 -1.885 -1.112 -0.104
N 1.1142 0.1903 0.2612 -1.253 0.704 -1.087
N 0.2816 0.0842 -0.7496 0.353 0.709 -2.751
O -1.2880 -1.4689 -0.0240 -0.489 -1.248 0.742
O -0.3340 -0.9806 -1.1030 1.006 1.311 -0.850
O -0.2006 1.3697 -1.2342 -0.036 -0.740 1.515
S -0.3962 2.4379 0.0714 -0.286 -0.013 -0.605
H 2.0522 -0.5206 1.5593 3.171 -0.182 2.482
H -0.9440 -2.3882 -0.0674 -0.534 0.545 0.513
H -1.6672 2.0925 0.3329 -0.046 0.025 0.145
```
Forces are in eV/Å.

Results
LUMO (spin up / spin down)	0.3 / -2.7	eV
Kohn-Sham gap (spin up / spin down)	7.242 / 6.952	eV
2S+1	3
largest force on an atom	4.03	eV/A
<S²>	2.02


Energy above the lowest of the compared OMol25 structures with the same formula, charge and spin
In order: 3.371, 2.511, 2.323, 3.759, 4.805, 5.569
Unit: eV